No. 1
A cluster of 8 separate species, C32H82BO8 in total. Source: the OMol25 dataset; level of theory: ωB97M-V/def2-TZVPD.

ORCA input file:
```
! RIJCOSX wB97M-V def2-TZVPD def2/J DEFGRID3
* xyz -1 1
O 1.6342 1.2636 -6.2086
O -2.4485 -4.6238 0.1407
O 6.1256 3.2266 1.5150
O -5.7522 3.0146 4.4479
O 1.2055 -1.1296 -1.8092
O 1.2778 -1.1621 4.0016
O -3.0938 -1.7146 6.0292
O 0.1267 -1.4233 -8.7453
C -3.8163 -0.1839 4.2400
C 1.2130 -1.1937 6.4636
C 1.5461 -2.3543 0.3005
C 1.3911 -2.0418 -8.9753
C -1.5181 -4.4150 2.4117
C 2.7826 0.7811 3.8393
C -6.0890 3.8683 5.5370
C -3.1894 -6.9569 0.4128
C 7.4775 4.7502 0.1301
C 4.0561 0.2372 -4.3560
C 4.8858 2.2442 -0.3730
C 1.6497 -1.0408 -0.4568
C 2.5375 -1.0501 -9.0850
C 1.8485 -1.7158 5.1856
C 4.9395 3.2929 0.7257
C 7.3585 3.4035 0.8243
C -7.5109 3.6794 6.0390
C -6.5371 3.1532 3.2652
C 1.3578 0.2528 3.8601
C -0.1486 -1.5234 -2.0081
C 4.6841 2.2718 -6.0457
C -0.4841 -1.1295 -11.1132
C -3.8786 -1.5760 4.8464
C -2.1081 -5.9937 -0.0483
C -4.8525 -1.0498 7.6203
C -3.4306 -0.8609 7.1182
C -0.3206 -0.5048 -9.7375
C -1.1550 -0.5783 -1.3728
C 4.0678 1.8691 -4.5505
C -6.4748 4.5453 2.6587
C 2.6571 2.6208 -4.1930
C -2.7029 -4.2110 1.4820
B 1.3426 2.0884 -5.0210
H -7.7047 4.3307 6.8968
H 4.8151 4.3011 0.3158
H -0.8639 -0.3919 -11.8269
H -1.9502 -6.1328 -1.1224
H 7.3571 5.5661 0.8545
H 1.1130 -0.2408 0.0646
H -5.4391 4.8155 2.4265
H 1.5792 -2.7024 -8.1218
H -7.6744 2.6372 6.3423
H -4.1330 -6.7512 -0.1090
H 2.8089 3.7900 -4.3620
H -5.0463 -0.3985 8.4781
H 8.4549 4.8482 -0.3521
H 3.9424 2.3163 -0.9217
H 2.4082 -0.3667 -9.9275
H 1.1145 0.3951 -6.0684
H -1.7545 -4.0491 3.4149
H 0.1365 -1.3949 6.4655
H -4.4042 -0.1439 3.3186
H 3.3532 0.3112 3.0279
H 0.7672 0.7454 4.6383
H -5.9015 4.9131 5.2715
H 0.7571 3.0673 -5.3858
H -3.3868 -6.8672 1.4829
H 2.9326 -1.5588 5.1908
H -1.1516 -6.2165 0.4341
H -3.2431 0.1838 6.8527
H -0.6415 -3.8749 2.0385
H 1.3432 -0.1146 6.5741
H 3.3109 0.5672 4.7706
H 4.1424 3.2061 -6.5084
H 4.6541 1.3286 -6.7761
H -0.3159 -1.5375 -3.0897
H -2.7807 0.0863 4.0077
H -6.1414 2.4357 2.5380
H -1.0394 -0.5276 -0.2883
H 1.6934 -2.7991 5.1339
H -7.5723 2.8542 3.4623
H 2.7876 1.8654 3.6918
H 5.8104 2.5501 -5.8882
H -7.0626 4.5854 1.7373
H -2.9389 -3.1419 1.4438
H -4.9139 -1.8750 5.0436
H -2.7376 -1.1004 7.9310
H -0.2996 -2.5498 -1.6606
H -1.2406 -5.4683 2.4959
H 3.4189 -0.0723 -3.3992
H 0.8786 0.5007 2.9077
H 7.5190 2.5823 0.1192
H -8.2498 3.9106 5.2692
H 2.6046 -0.4408 -8.1773
H -4.2070 0.5766 4.9201
H 4.9680 1.2387 0.0534
H 2.1218 -3.1353 -0.2076
H -5.3961 3.6288 6.3497
H -5.5914 -0.8187 6.8504
H 0.6418 1.5023 -4.2576
H -3.5980 -4.7114 1.8672
H -1.0217 0.4398 -1.7607
H 6.7110 4.8838 -0.6359
H -1.1852 -1.9729 -11.0696
H -2.1770 -0.9060 -1.5867
H 0.5138 -2.7049 0.3724
H 1.9328 -2.2388 1.3170
H 5.7009 2.3615 -1.0909
H 3.6406 -0.2745 -5.3494
H -3.4830 -2.2935 4.1192
H 5.1846 -0.1438 -4.2765
H -6.8654 5.3058 3.3388
H 1.6616 -1.6769 7.3363
H 2.4333 2.4656 -3.0338
H -2.8934 -7.9910 0.2114
H 2.7017 -0.7367 -0.4895
H 1.3404 -2.6863 -9.8595
H 8.1524 3.3245 1.5736
H -5.0160 -2.0920 7.9236
H 0.3436 0.3638 -9.7767
H 3.4852 -1.5781 -9.2237
H 0.4606 -1.5156 -11.5012
H 4.8673 2.2811 -3.7670
H -1.2943 -0.1320 -9.4043
H 4.0974 3.1304 1.4073
*
```

Computed properties:
Energy relative to the best compared isomer or geometry (same formula, charge and spin) ... 178.5 kJ/mol
DFT total energy ... -51566.281 eV
Highest occupied orbital energy ... -3.515 eV
Gap between HOMO and LUMO ... 0.19889 Ha

=====

No. 2
A structure of composition C26H33AsCuIN3O7S. Source: the OMol25 dataset; level of theory: ωB97M-V/def2-TZVPD.

ORCA input file:
```
! RIJCOSX wB97M-V def2-TZVPD def2/J DEFGRID3
* xyz 0 2
I 5.0022 3.9452 -3.1714
As 0.8647 3.4351 0.7908
Cu 1.4990 1.4167 -0.5521
S 3.6317 0.7761 -0.7596
O 2.1303 4.4923 0.1433
O 2.1425 1.9936 1.4642
O 3.3115 2.1969 -1.1391
O 0.3095 2.6375 -0.5038
O 4.6737 0.1994 -1.5581
O 2.4235 -0.0073 -0.7110
O 1.7220 1.4547 -3.0461
N -0.4413 0.3469 -1.5176
N 0.4617 -0.1076 1.0277
N 1.7218 3.6903 -2.8959
C 1.0712 -0.5570 2.1084
C -0.1690 -3.9631 4.3300
C 4.0370 2.6377 2.7521
C 4.2727 1.1538 0.8678
C -5.1143 0.3563 -3.6591
C -2.3930 -2.9272 3.8571
C 5.6198 1.0354 1.1375
C 0.6293 -1.6478 2.8393
C 6.1767 1.6795 2.2321
C -0.6022 -0.7722 0.5869
C -4.6058 -0.3848 -2.4187
C -1.0987 -1.8917 1.2488
C -2.3066 0.5977 -2.9827
C -1.1082 -3.4800 3.2205
C -3.1580 -0.0516 -2.0958
C 3.4617 1.9631 1.6749
C 3.6094 2.5485 -3.9673
C -2.5844 -0.4798 -0.9017
C -0.4995 -2.3431 2.4203
C -0.9723 0.7766 -2.6443
C 5.3817 2.4885 3.0293
C -4.6610 -1.8966 -2.6911
C -5.5289 -0.0377 -1.2438
C 2.3036 2.5213 -3.2161
C -1.4419 -4.6657 2.3071
C -1.2295 -0.2758 -0.6475
H -4.5640 0.0643 -4.5498
H -5.6728 -2.1941 -2.9555
H -0.2901 1.2582 -3.3263
H 0.9499 3.5917 -2.2410
H -1.8104 -5.4984 2.9019
H -5.0385 1.4332 -3.5292
H -2.2084 -4.4095 1.5816
H 1.1683 -1.9266 3.7281
H 1.9464 -0.0194 2.4350
H 0.8004 -4.2423 3.9223
H -0.0289 -3.1936 5.0859
H 6.2227 0.4610 0.4539
H -5.2874 -0.6122 -0.3544
H 5.8138 3.0164 3.8672
H -3.9969 -2.1569 -3.5125
H -2.1595 -2.0779 4.4957
H -3.1923 -0.9714 -0.1598
H -5.4608 1.0206 -1.0035
H -2.6557 0.9585 -3.9374
H -6.1613 0.1098 -3.8228
H 4.0679 1.5672 -3.8945
H 7.2287 1.5699 2.4391
H 2.6676 3.9981 -0.4876
H -0.5958 -4.8352 4.8204
H -2.8763 -3.6907 4.4615
H 3.4023 3.2942 3.3280
H -6.5584 -0.2638 -1.5118
H -4.3567 -2.4591 -1.8123
H 2.2664 4.5383 -2.8330
H -1.9501 -2.4131 0.8421
H -3.0911 -2.5954 3.0927
H 3.4323 2.8141 -5.0091
H -0.5537 -4.9896 1.7699
*
```

Computed properties:
Energy relative to the best compared isomer or geometry (same formula, charge and spin) ... 278.6 kJ/mol
DFT total energy ... -170715.015 eV
Highest occupied orbital energy (alpha / beta) ... -8.552 / -8.573 eV
<S²> ... 0.7524
Gap between HOMO and LUMO (alpha / beta) ... 0.32695 / 0.30738 Ha

=====

No. 3
A structure of composition C23H56BFN8O7P2SSi2. Source: the OMol25 dataset; level of theory: ωB97M-V/def2-TZVPD.

ORCA input file:
```
! RIJCOSX wB97M-V def2-TZVPD def2/J DEFGRID3
* xyz 0 1
S -4.1437 6.8053 -5.5370
P 5.2448 -4.0883 2.3006
P -1.4258 -1.3928 2.0197
Si -3.0705 4.8555 -5.6222
Si -1.6215 3.2328 -3.8160
F -3.1881 7.7143 -4.6351
O -2.2263 4.7519 -4.2060
O -2.9548 2.3217 -0.7804
O -0.4786 -0.5912 1.1605
O -4.2201 2.5651 -7.0076
O -4.1837 7.3983 -6.8341
O -5.3742 6.6889 -4.8253
O 4.1107 -5.0032 2.6959
N 6.1801 -2.7164 1.9095
N -2.5297 -1.7828 3.2574
N 5.6541 -4.8403 0.8070
N -0.3812 -2.6818 2.4570
N 6.2303 -4.4126 3.6964
N -2.6208 -1.6713 0.7910
N -1.7276 3.4006 0.8324
N -5.5791 3.2362 -5.0407
C -0.3504 -4.0635 2.0358
C -2.1845 6.8496 -0.5642
C -0.8488 5.5818 1.5056
C 7.5336 -5.0525 3.6884
C -1.8837 2.7230 -0.3948
C -2.6244 -0.6884 -0.2941
C -0.6436 2.4589 -1.2255
C -0.4410 3.4753 -2.3696
C 6.7738 -5.6731 0.4402
C -1.3837 7.5918 0.2948
C -0.7320 6.9539 1.3397
C 5.4978 -4.8462 4.8890
C -2.3125 5.4778 -0.3858
C -6.7775 3.6977 -5.7945
C -3.0195 -2.9641 0.2643
C -2.8387 -3.0838 3.8091
C 4.7004 -4.6505 -0.2714
C -3.5698 -0.7744 3.4838
C -1.6341 4.8350 0.6414
C 5.9773 -1.5704 2.8025
C 7.3964 -2.6450 1.1299
C 0.6887 -2.3385 3.3758
C -5.7376 1.8342 -4.6197
B -4.4257 3.3930 -5.9104
H -3.4980 1.9400 -6.8728
H 1.4972 -3.0703 3.3477
H 0.5634 -4.2954 1.4759
H -5.6428 1.1281 -5.4572
H -6.5115 4.2810 -6.6803
H -0.1165 7.5585 1.9934
H 6.4547 -6.6924 0.1889
H 6.6336 -1.6227 3.6789
H 8.3013 -4.4271 3.2284
H -3.7764 -3.0395 4.3625
H -0.7215 1.4395 -1.6029
H -0.3858 -4.7343 2.9049
H 4.8226 -5.4045 -1.0491
H -3.5632 -3.5630 0.9982
H 4.5591 -4.3091 4.9927
H -2.4386 0.3037 0.0809
H 0.2381 2.5059 -0.5851
H -1.3060 8.6545 0.1055
H 5.2782 -5.9208 4.8773
H -6.7348 1.6804 -4.2082
H -0.5159 4.5119 -2.0400
H 7.8978 -1.6945 1.3104
H 3.6731 -4.7323 0.0933
H -4.4327 -0.9316 2.8264
H 6.1560 -0.6263 2.2849
H -2.6806 2.2491 -3.5283
H 7.5175 -6.0409 3.2156
H 1.1282 -1.3695 3.1221
H -4.9803 1.5815 -3.8773
H -1.1937 -4.3381 1.4083
H 8.1169 -3.4286 1.3618
H 7.8865 -5.2059 4.7092
H 4.8164 -3.6601 -0.7364
H 6.0847 -4.6243 5.7840
H -2.9638 4.9606 -1.0802
H -7.4222 2.8666 -6.0832
H -2.9538 -3.8657 3.0587
H -2.1766 4.9932 -6.7893
H -1.8713 -0.9175 -1.0614
H -2.5035 3.1697 1.4440
H -3.7262 -2.8363 -0.5569
H 7.2929 -5.2613 -0.4369
H -2.0757 -3.4089 4.5224
H -3.9114 -0.7810 4.5205
H 7.1880 -2.6836 0.0566
H -0.8856 2.7204 -5.0023
H -2.6976 7.3356 -1.3838
H -3.6049 -0.6558 -0.7754
H -3.1803 0.2268 3.2903
H 4.9459 -1.5403 3.1580
H -7.3546 4.3604 -5.1461
H -0.3153 5.1315 2.3329
H -2.1762 -3.5356 -0.1397
H 7.5227 -5.7530 1.2227
H 0.3191 -2.2825 4.4110
H 0.5682 3.3426 -2.7685
*
```

Computed properties:
DFT total energy ... -99573.606 eV
Highest occupied orbital energy ... -8.031 eV
Gap between HOMO and LUMO ... 0.27580 Ha

=====

No. 4
An isolated molecule of C7H5N. Source: the OMol25 dataset; level of theory: ωB97M-V/def2-TZVPD.

ORCA input file:
```
! RIJCOSX wB97M-V def2-TZVPD def2/J DEFGRID3
* xyz 0 1
N -2.2719 0.1628 0.0608
C 2.6524 0.2800 0.0768
C 1.5005 -0.2622 -0.1019
C -1.9575 -1.0819 -0.0527
C -1.4632 1.2075 0.0400
C -0.8381 2.2917 -0.0339
C -0.6463 -1.6632 0.0446
C 0.3966 -0.8725 -0.0289
H 2.7626 1.4121 0.1364
H 3.6014 -0.2989 0.1384
H -0.6390 -2.6883 0.1542
H -0.2042 3.1049 -0.3074
H -2.8934 -1.5920 -0.1267
*
```

Computed properties:
SMILES ... C#C/N=C\C=C=C=C
Energy relative to the best compared isomer or geometry (same formula, charge and spin) ... 403.9 kJ/mol
DFT total energy ... -8824.028 eV
Highest occupied orbital energy (alpha / beta) ... -8.460 / -8.461 eV
Gap between HOMO and LUMO (alpha / beta) ... 0.27698 / 0.27702 Ha

=====

No. 5
A cluster of 2 separate species, C3H6FO2S in total. Source: the OMol25 dataset; level of theory: ωB97M-V/def2-TZVPD.

ORCA input file:
```
! RIJCOSX wB97M-V def2-TZVPD def2/J DEFGRID3
* xyz -1 1
S -3.1888 -0.1512 0.3138
F 1.5868 -2.0290 0.7944
O -3.4110 -0.6926 -1.0255
O -4.4379 0.1871 1.0465
C 0.2162 -0.7132 -0.7277
C 0.7065 0.6735 -0.2247
C 0.2325 -1.6000 0.4924
H 1.3904 1.1051 -0.9864
H 1.1712 0.5215 0.7182
H 0.7211 -1.1305 -1.5235
H -0.1734 1.3104 0.0319
H -0.8169 -0.6499 -1.0795
H -0.0551 -1.1019 1.4424
*
```

Computed properties:
Energy relative to the best compared isomer or geometry (same formula, charge and spin) ... 209.7 kJ/mol
DFT total energy ... -20854.397 eV
Highest occupied orbital energy (alpha / beta) ... -4.853 / -1.466 eV
Gap between HOMO and LUMO (alpha / beta) ... 0.31727 / 0.17095 Ha

=====

No. 6
An isolated molecule of C21H29N3O6S. Source: the OMol25 dataset; level of theory: ωB97M-V/def2-TZVPD.

ORCA input file:
```
! RIJCOSX wB97M-V def2-TZVPD def2/J DEFGRID3
* xyz 0 1
S 2.1676 2.6783 -0.4346
O -0.9650 0.6484 2.1074
O 2.6328 1.4100 0.0870
O 3.1831 3.6528 -0.7270
O -6.2883 -1.4185 -0.8021
O 4.8600 -3.6669 0.1163
O -0.7354 1.1598 -2.5348
N -1.0443 2.0797 0.4244
N 2.4002 -2.2520 0.1288
N 1.0488 0.0291 -1.7222
C 0.0631 2.3496 1.1792
C 0.4542 -1.2870 -1.7615
C 4.8238 -2.2580 0.0722
C 3.7040 -4.2063 -0.4773
C 0.3855 1.1398 -2.0725
C 1.1008 1.2459 3.3056
C 3.5835 -1.7075 0.7742
C 0.1191 1.4543 2.2135
C -1.6275 1.0705 1.0036
C -5.1624 -0.8602 -0.2890
C 1.1675 -1.6801 0.6393
C -4.4930 0.0404 -1.1255
C 1.2180 2.4144 -1.9681
C -2.8353 0.4101 0.5693
C 0.0286 -1.7893 -0.3790
C -4.6479 -1.1256 0.9778
C 1.0169 3.3992 0.7956
C -7.0120 -2.3348 -0.0162
C -3.3465 0.6704 -0.7061
C 2.4335 -3.7010 0.2073
C -3.4926 -0.4951 1.3981
H 3.5675 -0.6197 0.6872
H 1.9768 2.4242 -2.7493
H 1.1027 2.0923 3.9920
H 4.8237 -1.9190 -0.9744
H 1.6381 3.7295 1.6229
H 1.3603 -0.6247 0.8407
H -7.3780 -1.8724 0.9061
H 3.7889 -5.2906 -0.3851
H -2.8093 1.3427 -1.3547
H 2.4259 -4.0480 1.2573
H 0.5332 4.2388 0.3074
H 1.9172 0.1168 -1.2107
H -3.0966 -0.7024 2.3811
H -4.9002 0.2220 -2.1070
H 5.7335 -1.9129 0.5656
H 1.5615 -4.1128 -0.3029
H 0.8429 0.3456 3.8561
H -7.8607 -2.6397 -0.6262
H -0.4154 -1.2318 -2.4199
H 0.8556 -2.1515 1.5881
H 2.0996 1.1391 2.8851
H 0.5722 3.2805 -2.0822
H -0.3013 -2.8243 -0.4778
H 3.6240 -1.9833 1.8437
H -5.1377 -1.8186 1.6436
H -0.8193 -1.2046 -0.0217
H 3.6695 -3.9312 -1.5429
H 1.1943 -1.9735 -2.1794
H -6.4106 -3.2153 0.2314
*
```

Computed properties:
SMILES ... COc1ccc(-c2nc(CS(=O)(=O)CC(=O)NCCCN3CCOCC3)c(C)o2)cc1
Energy relative to the best compared isomer or geometry (same formula, charge and spin) ... 226.1 kJ/mol
DFT total energy ... -49838.000 eV
Highest occupied orbital energy ... -8.041 eV
Gap between HOMO and LUMO ... 0.31764 Ha

=====

No. 7
A structure of composition C9H19BrGaN2O3. Source: the OMol25 dataset; level of theory: ωB97M-V/def2-TZVPD.

ORCA input file:
```
! RIJCOSX wB97M-V def2-TZVPD def2/J DEFGRID3
* xyz -1 1
Br -3.7172 2.2420 0.5271
Ga -0.5073 0.1834 0.0129
O 0.9697 -3.6542 -0.3965
O -1.1150 1.3453 -1.4160
O -0.2984 -2.0575 -3.1687
N 2.3023 1.2386 0.5010
N 0.0409 -1.4484 -0.8094
C 0.4229 -1.3453 -2.2613
C 0.9114 -2.3516 0.0055
C 2.8149 2.6766 0.7335
C 0.8978 1.2563 1.0569
C 1.8001 -1.9905 1.3322
C -2.0675 -0.2368 1.3099
C 1.6243 -0.3667 -2.7965
C -4.0067 -0.6443 -0.5044
C -3.5469 0.2514 0.7910
H 1.1766 0.4819 -3.4823
H -3.0694 -1.1512 -1.0285
H 0.9747 0.8143 2.1631
H 2.1798 0.0461 -1.8488
H 2.8858 0.6777 1.1925
H -2.1214 -1.4199 1.4036
H -0.8721 2.3029 -1.1856
H 2.1077 -3.0053 1.8790
H 1.2345 -1.3486 2.1309
H 2.8124 -1.4954 0.9731
H 3.8440 2.7727 0.1837
H -4.3081 -0.0243 1.6684
H 2.9653 2.9006 1.8943
H 0.4616 2.3562 1.2087
H -4.6458 -1.5525 -0.0659
H -4.7160 -0.0934 -1.2613
H 2.3729 -1.0334 -3.3996
H -1.8959 0.1987 2.3832
H 2.0883 3.4747 0.2744
*
```

Computed properties:
DFT total energy ... -141179.505 eV
Highest occupied orbital energy ... -4.949 eV
Gap between HOMO and LUMO ... 0.28907 Ha